The following is a quantum chemistry calculation of an isolated molecule of ClH3NOPS at a distorted geometry, from the OMol25 dataset.

Last column: natural (NBO) charge in e.
Cartesian coordinates (Å):
N -1.26882 0.06958 -0.96853  -1.10
H -1.77087 -0.66245 -0.47458  0.34
H -1.03054 -0.26027 -1.89584  0.34
H 0.32344 0.97248 2.02201  0.51
O 0.07936 0.14218 1.60448  -0.96
S 1.91779 1.45364 -0.32277  -0.08
Cl 1.14424 -1.81545 -0.06338  -0.27
P 0.60540 0.10029 0.09862  1.22

Results
Total charge: 0
HOMO energy (alpha / beta) (Ha): -0.200 / -0.325
2S+1: 3
HOMO-LUMO gap (alpha / beta) (eV): 5.92 / 4.70
F_max (eV Å⁻¹): 7.09


The following is a quantum chemistry calculation of a cluster of 2 separate species, ClH3O3SSi in total at a distorted geometry, from the OMol25 dataset.

Last column: natural (NBO) charge in e.
Cartesian coordinates (Å):
Cl 2.40022 -0.95104 -0.84039  -0.13
O -0.51118 -0.12653 -0.90907  -0.93
S 1.56467 0.81525 -0.28643  1.99
H -2.43483 -1.17153 -0.68417  -0.12
Si -1.37003 -0.49523 0.37395  1.22
H -0.90168 -1.43252 1.24280  -0.21
O 1.44334 0.85860 1.13354  -0.85
O 2.13194 1.95409 -0.93118  -0.80
H -2.32246 0.54889 0.90094  -0.18

Results
Total charge: 0
HOMO energy (alpha / beta) (Ha): -0.372 / -0.395
HOMO-LUMO gap (alpha / beta) (eV): 7.28 / 7.87
F_max (eV Å⁻¹): 4.85


The following is a quantum chemistry calculation of a cluster of 23 separate species, ClH44O22 in total at a distorted geometry, from the OMol25 dataset.

Last column: natural (NBO) charge in e.
Cartesian coordinates (Å):
H -1.55894 2.75262 0.45209  0.50
O 2.22750 -1.54129 -0.05313  -1.03
O 3.52900 0.65672 0.49963  -1.01
H -4.56568 4.55875 1.92672  0.48
H -3.39380 3.70446 2.27369  0.51
O 1.16987 -1.72861 -5.13307  -1.02
O 4.20949 -0.40726 -2.15032  -0.98
H 1.25882 1.62298 -1.15291  0.49
O 1.32979 -2.23215 2.94114  -1.00
O -4.69279 -0.93840 3.43139  -0.96
H 0.26398 0.36169 2.13149  0.49
H -2.15882 1.17517 -0.57500  0.51
H 4.06278 -1.04822 -2.87201  0.48
O 2.47224 -0.06518 4.55476  -0.97
H -3.94793 4.19652 -0.05879  0.49
O 1.75570 -4.14808 -0.63440  -1.00
O 1.84286 2.32535 -0.86143  -0.97
H 2.32361 -1.00918 4.50971  0.48
H 0.12411 -4.70727 -0.87798  0.50
H 2.32637 -4.48729 -1.31257  0.49
H -2.98308 1.62055 1.81272  0.50
H -0.71913 -2.33617 0.26651  0.49
H -1.18528 4.18654 0.76256  0.48
H -4.23996 -0.12205 3.19569  0.49
H 0.34434 -2.11003 -4.79064  0.50
O -2.86422 1.52734 -0.02807  -1.01
O -1.35771 3.79470 -2.57250  -0.97
O -1.36311 1.19031 5.06923  -0.95
O -3.64254 4.48418 1.76397  -0.98
H -2.18747 1.96560 3.09716  0.50
H 0.96536 1.63203 1.89223  0.47
H 3.61306 -0.68206 -1.41253  0.50
H -0.98742 -3.86154 0.62030  0.50
H -1.24346 -4.90081 -1.59001  0.47
O -3.10367 1.82842 2.77953  -1.01
O 1.54777 0.37723 -3.44310  -1.01
O -0.85433 -2.98778 0.99000  -1.01
O -0.88131 3.41575 0.29664  -1.00
O 2.78400 -3.18685 -3.32503  -0.98
H -0.82451 3.34885 -3.22187  0.48
H 4.41150 1.03346 0.42620  0.49
H 2.06453 0.21401 3.74915  0.48
H -3.32592 2.24500 -0.46970  0.51
H 1.93138 -2.04979 2.21842  0.48
H 0.52395 -2.57038 2.51306  0.51
O -0.36249 -2.60412 -3.02654  -0.99
H 2.76882 -0.88404 0.39632  0.51
H 1.25629 2.88326 -0.30508  0.50
H 0.26736 -3.27701 -2.62879  0.48
H 2.85750 1.29431 0.11424  0.51
Cl -0.31766 -0.15896 -0.93916  -0.86
O -0.76220 -5.21645 -0.80225  -1.00
H 1.39874 -0.93631 -4.60526  0.50
H -1.32238 0.28622 4.71111  0.48
H 2.49385 0.48105 -3.23088  0.50
H 2.73431 -3.75698 -4.08567  0.47
H -4.34962 -1.56484 2.74654  0.47
H -1.09391 3.41892 -1.73362  0.49
H -3.16202 4.47837 -1.39986  0.49
O -3.92337 4.01198 -1.03054  -0.99
H -0.40919 1.39940 5.17428  0.48
H 0.98675 0.38003 -2.62546  0.49
H 1.96927 -3.22710 -0.38833  0.52
H 2.17015 -2.51001 -3.63248  0.49
O 0.46296 1.19806 2.58767  -0.96
H 1.52577 -1.00035 -0.43848  0.49
H -0.18984 -1.79325 -2.49672  0.50

Results
Total charge: -1
HOMO energy (Ha): -0.309
HOMO-LUMO gap (eV): 10.58
F_max (eV Å⁻¹): 1.86


The following is a quantum chemistry calculation of an isolated molecule of ClH4NSi at a distorted geometry, from the OMol25 dataset.

Last column: natural (NBO) charge in e.
Cartesian coordinates (Å):
Si 0.67406 -0.41581 0.14644  1.05
H 1.66134 0.63762 0.49881  -0.17
H 0.45106 -1.32919 1.26972  -0.14
Cl -2.47588 -0.04262 -0.08336  -0.04
N -0.65753 0.73750 0.08180  -0.88
H -0.72591 1.25673 -0.70325  0.36
H 1.07286 -0.84424 -1.21016  -0.18

Results
Total charge: 0
HOMO energy (Ha): -0.372
HOMO-LUMO gap (eV): 9.61
F_max (eV Å⁻¹): 5.24


The following is a quantum chemistry calculation of a cluster of 2 separate species, ClH5N2Si in total at a distorted geometry, from the OMol25 dataset.

Last column: natural (NBO) charge in e.
Cartesian coordinates (Å):
H -0.75530 1.20304 1.18396  0.29
H -0.02554 0.40073 2.36971  0.30
Si 0.80108 -0.07694 -0.77439  1.36
H -1.26720 -0.76371 0.00072  0.43
N -0.56488 -1.02550 -0.75663  -1.37
Cl 0.68317 1.30706 -2.16198  -0.35
H 2.03337 -0.53744 -0.39446  -0.20
N -0.06436 1.26887 1.91605  -0.88
H -0.84034 -1.77612 -1.38298  0.42

Results
Total charge: 0
HOMO energy (alpha / beta) (Ha): -0.351 / -0.270
HOMO-LUMO gap (alpha / beta) (eV): 9.33 / 7.00
F_max (eV Å⁻¹): 3.40


The following is a quantum chemistry calculation of a cluster of 2 separate species, ClH5N3OP in total at a distorted geometry, from the OMol25 dataset.

Last column: natural (NBO) charge in e.
Cartesian coordinates (Å):
N -1.61576 -1.46888 -0.16060  -0.59
H 2.11571 0.19749 -0.19533  0.30
O -1.68847 1.47798 0.32277  -1.01
Cl 3.33275 -0.34009 0.08647  -0.39
H 0.50031 -1.22426 -0.02244  0.43
P -0.42814 0.80081 0.06685  2.26
H 1.32474 2.34362 -0.08668  0.44
N 0.91557 1.42821 -0.31768  -1.32
H -1.87030 -1.65205 0.76642  0.35
N -0.34538 -0.77807 -0.01601  -0.83
H -2.24103 -0.78476 -0.44377  0.36

Results
Total charge: 0
HOMO energy (Ha): -0.390
HOMO-LUMO gap (eV): 10.67
F_max (eV Å⁻¹): 3.86


The following is a quantum chemistry calculation of an isolated molecule of ClH5N3PS at a distorted geometry, from the OMol25 dataset.

Last column: natural (NBO) charge in e.
Cartesian coordinates (Å):
Cl -2.58934 -0.99280 0.07948  0.13
H 1.91173 1.08543 -1.13553  0.42
H 0.74541 0.54759 2.06288  0.40
N -1.02415 -0.80256 -0.70226  -0.95
H 1.00089 -0.21203 -1.93047  0.40
S -0.95809 2.23309 0.12841  -0.58
P -0.14501 0.47256 -0.07730  1.74
N 0.47447 -0.08096 1.40516  -1.18
H -0.18529 -0.85060 1.65588  0.39
H -0.50771 -1.69176 -0.43876  0.41
N 1.27710 0.29204 -1.04750  -1.19

Results
Total charge: 0
HOMO energy (Ha): -0.316
HOMO-LUMO gap (eV): 8.71
F_max (eV Å⁻¹): 5.63


The following is a quantum chemistry calculation of a cluster of 2 separate species, ClH6N4P in total at a distorted geometry, from the OMol25 dataset.

Last column: natural (NBO) charge in e.
Cartesian coordinates (Å):
H -0.12298 -1.14063 1.52144  0.36
H 0.52876 0.40426 -1.34526  0.31
N -1.31236 -1.27959 -0.13917  -0.73
N 1.26934 1.29353 0.25039  -0.58
H 0.60109 -1.27178 0.02294  0.36
P -1.87905 0.15507 -0.89541  0.60
N 1.33000 0.41527 -0.77567  -0.48
H -1.27525 -1.95659 -0.96142  0.37
H 0.91365 2.30794 0.13692  0.37
N -0.20631 -1.51993 0.59393  -0.68
Cl -1.78256 1.45251 0.56719  -0.29
H 1.93567 1.13993 1.02411  0.38

Results
Total charge: 0
HOMO energy (alpha / beta) (Ha): -0.303 / -0.266
HOMO-LUMO gap (alpha / beta) (eV): 7.86 / 7.68
F_max (eV Å⁻¹): 3.52


The following is a quantum chemistry calculation of a structure of composition ClH8Li3O4 at a distorted geometry, from the OMol25 dataset.

Last column: natural (NBO) charge in e.
Cartesian coordinates (Å):
H -2.88680 1.40616 1.02642  0.48
H 2.59895 0.78700 -0.97931  0.49
Li 0.62403 -1.52675 -0.00535  0.94
O -2.62049 0.49130 1.11780  -0.89
H 0.82496 -2.21327 -2.22627  0.55
H 0.55085 -0.78650 -1.80072  0.46
O 0.83506 -1.63582 -1.46293  -1.00
O 1.79965 1.21305 -1.28888  -0.93
Li -1.18950 0.03289 -1.60966  0.96
H -1.80615 0.42742 0.61881  0.38
H -0.25153 0.34588 2.07419  0.40
Cl -0.08689 0.15417 -0.09495  -0.76
H 1.09744 0.79990 -0.78644  0.34
Li -0.01494 1.84290 0.70264  0.96
O -0.06637 -0.42744 2.60702  -0.82
H 0.59175 -0.91095 2.10769  0.43

Results
Total charge: +2
HOMO energy (Ha): -0.721
HOMO-LUMO gap (eV): 10.81
F_max (eV Å⁻¹): 6.77


The following is a quantum chemistry calculation of a cluster of 2 separate species, ClHIOPS in total at a distorted geometry, from the OMol25 dataset.

Last column: natural (NBO) charge in e.
Cartesian coordinates (Å):
S -1.31743 -1.51026 1.82102  -0.23
P 1.98273 1.61066 -1.07392  1.34
Cl 0.56622 0.73555 -2.25386  -0.36
O 2.25048 0.72663 0.00620  -0.98
I -1.55210 0.69769 0.76163  0.06
H -1.92990 -2.26027 0.73893  0.17

Results
Total charge: 0
HOMO energy (Ha): -0.333
HOMO-LUMO gap (eV): 7.93
F_max (eV Å⁻¹): 2.97